{
  "formula": "C24H56ClN8O12",
  "method": "ωB97M-V with the def2-TZVPD basis set",
  "de_lowest_ev": 4.694,
  "charge": -1,
  "mol_weight_g_mol": 684.21,
  "symbols": ["Cl", "O", "O", "O", "O", "C", "O", "N", "C", "C", "H", "H", "H", "H", "H", "H", "H", "C", "O", "N", "C", "C", "H", "H", "H", "H", "H", "H", "H", "C", "O", "N", "C", "C", "H", "H", "H", "H", "H", "H", "H", "C", "O", "N", "C", "C", "H", "H", "H", "H", "H", "H", "H", "C", "O", "N", "C", "C", "H", "H", "H", "H", "H", "H", "H", "C", "O", "N", "C", "C", "H", "H", "H", "H", "H", "H", "H", "C", "O", "N", "C", "C", "H", "H", "H", "H", "H", "H", "H", "C", "O", "N", "C", "C", "H", "H", "H", "H", "H", "H", "H"],
  "positions_angstrom": [[-0.451, 0.588, -0.466], [-1.691, 0.875, 0.233], [0.686, 0.889, 0.390], [-0.344, -0.807, -0.860], [-0.407, 1.431, -1.642], [3.057, -0.137, -2.356], [3.404, -1.183, -2.861], [3.830, 0.693, -1.631], [5.205, 0.408, -1.286], [3.276, 1.970, -1.247], [2.023, 0.231, -2.432], [5.548, -0.508, -1.758], [5.268, 0.282, -0.203], [5.869, 1.210, -1.614], [3.876, 2.793, -1.639], [2.296, 2.129, -1.706], [3.031, 2.035, -0.185], [2.110, -1.184, 2.886], [1.742, -2.318, 2.635], [2.108, -0.683, 4.138], [2.230, 0.744, 4.394], [1.621, -1.426, 5.288], [2.423, -0.432, 2.148], [2.942, 0.878, 5.209], [1.258, 1.174, 4.653], [2.576, 1.289, 3.515], [0.610, -1.138, 5.581], [1.509, -2.463, 4.964], [2.369, -1.373, 6.076], [-4.141, -1.550, 0.541], [-4.941, -1.546, 1.462], [-4.271, -0.807, -0.574], [-3.262, -0.797, -1.632], [-5.402, 0.050, -0.822], [-3.178, -2.079, 0.555], [-3.003, 0.239, -1.848], [-3.635, -1.302, -2.527], [-2.396, -1.325, -1.233], [-5.927, -0.306, -1.718], [-6.081, 0.086, 0.024], [-5.094, 1.060, -1.111], [-1.244, 4.710, -2.418], [-0.528, 5.432, -3.099], [-1.726, 5.058, -1.223], [-2.615, 4.245, -0.427], [-1.552, 6.421, -0.728], [-1.560, 3.719, -2.774], [-2.255, 4.155, 0.599], [-2.665, 3.253, -0.878], [-3.639, 4.634, -0.393], [-0.601, 6.808, -1.087], [-2.337, 7.098, -1.073], [-1.586, 6.384, 0.359], [1.851, -3.899, -0.734], [2.331, -3.795, -1.837], [2.043, -4.967, 0.085], [1.322, -5.192, 1.328], [2.998, -6.010, -0.222], [1.200, -3.153, -0.250], [0.655, -6.040, 1.127], [0.637, -4.389, 1.588], [1.990, -5.442, 2.150], [3.775, -6.068, 0.536], [2.491, -6.973, -0.351], [3.387, -5.821, -1.223], [2.834, 4.123, 1.966], [3.776, 4.602, 1.380], [1.611, 3.882, 1.445], [0.494, 3.508, 2.288], [1.241, 4.304, 0.099], [2.889, 3.796, 3.017], [-0.049, 4.399, 2.612], [0.761, 2.935, 3.179], [-0.112, 2.779, 1.744], [1.048, 3.437, -0.531], [0.327, 4.891, 0.193], [2.041, 4.892, -0.341], [-1.493, -2.620, 2.183], [-2.085, -3.671, 1.962], [-1.959, -1.664, 3.006], [-1.335, -0.351, 3.005], [-3.115, -1.846, 3.859], [-0.553, -2.361, 1.681], [-0.584, -0.274, 2.226], [-0.871, -0.101, 3.963], [-2.113, 0.358, 2.720], [-2.790, -1.818, 4.905], [-3.841, -1.064, 3.654], [-3.537, -2.829, 3.681], [-0.119, -2.173, -4.095], [1.061, -2.401, -4.034], [-0.900, -2.390, -5.198], [-2.293, -2.007, -5.171], [-0.291, -2.633, -6.469], [-0.730, -1.764, -3.273], [-2.928, -2.898, -5.068], [-2.678, -1.498, -6.056], [-2.529, -1.397, -4.299], [0.717, -3.040, -6.396], [-0.795, -3.261, -7.207], [-0.113, -1.698, -7.023]],
  "lowdin_charge": [0.650, -0.362, -0.369, -0.354, -0.361, -0.334, 0.022, -0.185, -0.048, -0.076, 0.125, 0.081, 0.084, 0.081, 0.095, 0.066, 0.070, -0.317, 0.008, -0.190, -0.065, -0.048, 0.136, 0.087, 0.075, 0.073, 0.083, 0.087, 0.087, -0.319, -0.002, -0.178, -0.067, -0.054, 0.119, 0.079, 0.076, 0.061, 0.087, 0.081, 0.082, -0.350, -0.003, -0.201, -0.055, -0.057, 0.133, 0.081, 0.074, 0.088, 0.084, 0.090, 0.080, -0.318, 0.028, -0.194, -0.068, -0.067, 0.129, 0.087, 0.050, 0.082, 0.082, 0.082, 0.081, -0.369, 0.008, -0.170, -0.061, -0.019, 0.125, 0.090, 0.063, 0.071, 0.064, 0.066, 0.099, -0.355, -0.014, -0.166, -0.052, -0.052, 0.112, 0.053, 0.073, 0.087, 0.084, 0.077, 0.086, -0.309, 0.055, -0.190, -0.074, -0.083, 0.122, 0.086, 0.084, 0.052, 0.083, 0.080, 0.089]
}

=====

{
  "formula": "C24H56F6N8O9PV",
  "method": "ωB97M-V with the def2-TZVPD basis set",
  "s_squared": 0.7936,
  "multiplicity": 2,
  "energy_ev": -107422.3918,
  "charge": 1,
  "mol_weight_g_mol": 796.66,
  "symbols": ["O", "V", "P", "F", "F", "F", "F", "F", "F", "C", "O", "N", "C", "C", "H", "H", "H", "H", "H", "H", "H", "C", "O", "N", "C", "C", "H", "H", "H", "H", "H", "H", "H", "C", "O", "N", "C", "C", "H", "H", "H", "H", "H", "H", "H", "C", "O", "N", "C", "C", "H", "H", "H", "H", "H", "H", "H", "C", "O", "N", "C", "C", "H", "H", "H", "H", "H", "H", "H", "C", "O", "N", "C", "C", "H", "H", "H", "H", "H", "H", "H", "C", "O", "N", "C", "C", "H", "H", "H", "H", "H", "H", "H", "C", "O", "N", "C", "C", "H", "H", "H", "H", "H", "H", "H"],
  "positions_angstrom": [[-2.228, -3.294, -0.540], [-1.806, -4.392, -1.515], [0.149, -0.165, 0.644], [1.470, -0.805, -0.093], [0.952, 1.235, 0.746], [-0.455, 0.300, -0.774], [-1.026, 0.509, 1.523], [-0.715, -1.525, 0.523], [0.838, -0.633, 2.047], [-1.794, -0.535, 4.508], [-0.972, -0.083, 5.267], [-3.097, -0.683, 4.839], [-4.106, -0.845, 3.811], [-3.535, -0.163, 6.139], [-1.631, -0.814, 3.455], [-5.036, -1.235, 4.217], [-3.729, -1.465, 2.999], [-4.374, 0.137, 3.395], [-2.983, -0.770, 6.862], [-3.209, 0.868, 6.261], [-4.584, -0.372, 6.307], [-0.596, 3.733, -0.829], [0.235, 4.225, -1.547], [-1.630, 4.355, -0.225], [-2.615, 3.499, 0.428], [-2.131, 5.673, -0.578], [-0.534, 2.683, -0.498], [-2.201, 2.618, 0.917], [-3.255, 3.095, -0.378], [-3.279, 4.011, 1.117], [-2.821, 5.618, -1.428], [-2.740, 6.054, 0.242], [-1.278, 6.330, -0.721], [-5.494, -1.956, -0.792], [-4.777, -2.761, -0.210], [-5.064, -0.774, -1.243], [-5.887, 0.134, -2.047], [-3.709, -0.289, -1.005], [-6.528, -2.145, -1.122], [-5.811, 1.149, -1.661], [-6.936, -0.136, -1.962], [-5.467, 0.108, -3.054], [-3.652, 0.795, -1.059], [-3.223, -0.725, -0.144], [-3.189, -0.548, -1.945], [1.763, 1.535, -2.802], [2.599, 2.273, -2.395], [0.995, 1.701, -3.908], [-0.081, 0.769, -4.167], [0.901, 2.974, -4.593], [1.609, 0.555, -2.306], [-0.205, 0.659, -5.243], [-0.997, 1.034, -3.632], [0.292, -0.187, -3.803], [1.909, 3.395, -4.666], [0.713, 2.865, -5.666], [0.215, 3.673, -4.119], [0.505, -5.724, 0.644], [-0.508, -5.250, 0.096], [1.036, -5.170, 1.706], [2.300, -5.670, 2.228], [0.669, -3.831, 2.126], [1.030, -6.651, 0.400], [3.121, -4.979, 2.028], [2.585, -6.607, 1.750], [2.231, -5.828, 3.302], [-0.375, -3.576, 1.993], [0.874, -3.703, 3.194], [1.305, -3.047, 1.703], [4.001, -0.108, 0.281], [4.570, 0.439, -0.608], [4.294, -1.384, 0.691], [3.420, -2.066, 1.624], [5.416, -2.073, 0.127], [3.179, 0.337, 0.859], [3.964, -2.436, 2.497], [2.921, -2.873, 1.072], [2.686, -1.365, 2.020], [6.154, -1.316, -0.140], [5.923, -2.693, 0.872], [5.231, -2.705, -0.751], [2.975, 3.324, 0.855], [3.838, 3.085, 0.047], [2.258, 4.463, 0.993], [1.172, 4.596, 1.946], [2.472, 5.602, 0.135], [2.745, 2.619, 1.684], [0.790, 3.597, 2.159], [0.352, 5.222, 1.598], [1.550, 5.095, 2.847], [3.416, 5.536, -0.403], [1.704, 5.678, -0.638], [2.468, 6.531, 0.711], [0.902, -2.831, -1.919], [-0.165, -3.457, -2.210], [1.724, -2.313, -2.788], [3.120, -2.080, -2.409], [1.396, -2.269, -4.192], [1.173, -2.597, -0.888], [3.323, -1.015, -2.247], [3.788, -2.403, -3.202], [3.379, -2.553, -1.465], [1.657, -3.146, -4.801], [0.320, -2.210, -4.345], [1.851, -1.458, -4.757]],
  "lowdin_charge": [-0.132, 1.349, 0.209, -0.175, -0.141, -0.142, -0.149, -0.160, -0.160, -0.364, 0.033, -0.201, -0.067, -0.035, 0.111, 0.082, 0.077, 0.090, 0.091, 0.093, 0.082, -0.348, 0.036, -0.185, -0.056, -0.039, 0.113, 0.070, 0.077, 0.086, 0.093, 0.083, 0.091, -0.335, -0.034, -0.187, -0.033, -0.026, 0.140, 0.089, 0.090, 0.095, 0.074, 0.074, 0.097, -0.372, 0.086, -0.179, -0.073, -0.050, 0.108, 0.091, 0.087, 0.031, 0.097, 0.084, 0.081, -0.255, -0.091, -0.127, -0.010, -0.014, 0.155, 0.090, 0.097, 0.109, 0.094, 0.120, 0.045, -0.356, 0.065, -0.189, -0.075, -0.065, 0.117, 0.101, 0.053, 0.071, 0.099, 0.091, 0.070, -0.368, 0.032, -0.178, -0.060, -0.054, 0.127, 0.080, 0.075, 0.089, 0.091, 0.066, 0.087, -0.209, -0.117, -0.101, 0.012, -0.038, 0.135, 0.095, 0.116, 0.069, 0.111, 0.086, 0.112]
}